[1]
{"formula": "C28H33N6O3SZn", "method": "ωB97M-V with the def2-TZVPD basis set", "symbols": ["Zn", "O", "C", "N", "C", "C", "C", "C", "C", "C", "N", "C", "O", "C", "C", "C", "C", "C", "N", "C", "C", "C", "C", "C", "N", "H", "H", "H", "H", "H", "H", "H", "H", "H", "H", "H", "H", "C", "C", "N", "C", "C", "N", "C", "C", "H", "H", "H", "H", "H", "H", "H", "H", "H", "H", "H", "H", "H", "O", "S", "C", "C", "C", "C", "H", "H", "H", "H", "H", "H", "H", "H"], "coordinates": [[-0.0344, -0.4040, -0.7553], [2.0395, 2.0712, -3.4068], [1.6413, 1.5349, -2.3764], [0.5053, 0.8372, -2.1922], [-0.4922, 0.7341, -3.2353], [-0.5608, 1.5691, -4.3573], [-1.5577, 1.4082, -5.3141], [-2.5018, 0.4040, -5.1815], [-2.4714, -0.4304, -4.0727], [-1.4883, -0.2775, -3.0945], [-1.3314, -1.1342, -1.9843], [-1.8575, -2.3401, -1.7974], [-2.8820, -2.8547, -2.2295], [-0.8848, -3.2160, -0.9818], [-1.2085, -4.5468, -0.7627], [-0.2537, -5.3980, -0.2346], [1.0203, -4.9033, 0.0197], [1.2559, -3.5597, -0.2000], [0.3199, -2.7129, -0.6484], [2.5805, 1.7244, -1.1760], [3.8699, 2.1716, -1.4710], [4.7184, 2.5397, -0.4467], [4.2470, 2.4781, 0.8608], [2.9730, 1.9902, 1.0638], [2.1500, 1.5873, 0.0818], [0.1829, 2.3363, -4.4883], [-1.5791, 2.0709, -6.1721], [-3.2637, 0.2621, -5.9400], [-3.2081, -1.2094, -3.9447], [-2.1934, -4.8847, -1.0577], [-0.4834, -6.4411, -0.0536], [1.8181, -5.5468, 0.3672], [2.2479, -3.1447, -0.0374], [4.1553, 2.2424, -2.5112], [5.7218, 2.8926, -0.6568], [4.8472, 2.8122, 1.6979], [2.5867, 1.9304, 2.0807], [0.3480, -0.0777, 4.0111], [-0.1243, 0.1170, 2.5490], [0.2547, -1.0553, 1.7378], [-0.5021, -2.2240, 2.2155], [-0.2111, -2.4718, 3.7184], [0.8529, -1.4930, 4.1452], [2.0837, -1.6886, 3.2992], [1.7050, -1.3024, 1.8500], [-0.4569, 0.0557, 4.7297], [1.1661, 0.5856, 4.2831], [0.3100, 1.0044, 2.1017], [-1.2022, 0.2331, 2.4982], [-0.2393, -3.1002, 1.6304], [-1.5623, -2.0306, 2.0624], [0.1717, -3.4713, 3.9044], [-1.0808, -2.3128, 4.3508], [1.0929, -1.6694, 5.1139], [2.3811, -2.7293, 3.3950], [2.8740, -1.0599, 3.7021], [1.9870, -2.0986, 1.1666], [2.2237, -0.4056, 1.5479], [-1.4112, 0.8180, 0.3088], [-2.3398, 1.6291, -0.6143], [-3.4407, 2.4964, 0.5347], [-2.6824, 3.7401, 0.9832], [-2.0949, 4.3160, -0.3033], [-1.4148, 3.1475, -1.0158], [-3.6820, 1.7815, 1.3196], [-4.3502, 2.7499, -0.0166], [-1.8798, 3.4548, 1.6711], [-3.3355, 4.4458, 1.4971], [-1.3883, 5.1253, -0.1161], [-2.9008, 4.7177, -0.9212], [-0.4159, 2.9344, -0.6294], [-1.3636, 3.2460, -2.1019]], "lowdin_charge": [0.759, 0.032, -0.472, 0.015, -0.209, -0.033, -0.090, -0.090, -0.018, -0.234, -0.012, -0.472, 0.052, -0.163, 0.013, -0.036, -0.051, -0.165, 0.071, -0.180, 0.007, -0.041, -0.063, -0.173, 0.091, 0.096, 0.102, 0.103, 0.102, 0.126, 0.117, 0.111, 0.110, 0.122, 0.116, 0.106, 0.093, -0.039, -0.146, -0.149, -0.109, -0.037, -0.080, -0.036, -0.125, 0.136, 0.132, 0.104, 0.114, 0.095, 0.142, 0.135, 0.137, 0.186, 0.136, 0.136, 0.070, 0.093, -0.594, 1.046, -0.304, -0.232, -0.215, -0.281, 0.093, 0.103, 0.111, 0.118, 0.121, 0.119, 0.085, 0.094], "e_lumo_ev": -3.09, "multiplicity": 1, "homo_energy_ev": -9.0, "total_charge": 1}

=====

[2]
{"formula": "C43H48N6O4PS4SiTi", "method": "ωB97M-V with the def2-TZVPD basis set", "symbols": ["Ti", "C", "Si", "C", "C", "C", "C", "C", "C", "N", "C", "S", "H", "H", "H", "H", "H", "H", "H", "H", "H", "H", "H", "H", "O", "N", "C", "C", "C", "C", "C", "C", "C", "P", "C", "C", "C", "C", "C", "C", "C", "C", "C", "C", "C", "C", "H", "H", "H", "H", "H", "H", "H", "H", "H", "H", "H", "H", "H", "H", "H", "H", "S", "C", "C", "C", "C", "C", "N", "H", "H", "H", "H", "C", "C", "C", "C", "C", "C", "O", "N", "C", "O", "N", "C", "O", "H", "H", "H", "H", "H", "H", "H", "H", "H", "H", "H", "S", "C", "N", "C", "C", "S", "H", "H", "H", "H", "H"], "coordinates": [[1.2497, -0.2264, 0.3902], [0.2643, 3.8802, -3.6596], [0.3466, 2.3128, -4.6393], [1.7775, 2.4005, -5.8262], [-1.2462, 2.1096, -5.5851], [0.5728, 0.7211, -3.6529], [0.6244, -0.4390, -4.4012], [0.7926, -1.7006, -3.8169], [0.9132, -1.7471, -2.4565], [0.8543, -0.6455, -1.6922], [0.6908, 0.5732, -2.2509], [0.6118, 1.8298, -1.0743], [0.1335, 4.7024, -4.3706], [1.1757, 4.0515, -3.0864], [-0.5711, 3.8828, -2.9586], [1.7536, 3.3320, -6.3975], [1.7716, 1.5726, -6.5391], [2.7212, 2.3614, -5.2770], [-1.4077, 2.9566, -6.2573], [-2.0923, 2.0622, -4.8942], [-1.2507, 1.1990, -6.1888], [0.5287, -0.3821, -5.4820], [0.8223, -2.6070, -4.4038], [1.0292, -2.6904, -1.9400], [3.6357, -1.8698, -0.1318], [2.2995, -2.0883, 0.1715], [1.9858, -3.3056, 0.3549], [0.6697, -4.0153, 0.4931], [0.9212, -5.3934, 0.5435], [-0.0901, -6.3357, 0.6131], [-1.3938, -5.8914, 0.6344], [-1.6530, -4.5303, 0.5892], [-0.6641, -3.5516, 0.5132], [-1.2770, -1.7674, 0.5091], [-2.3997, -1.8372, 1.9735], [-3.5035, -0.9886, 2.0023], [-4.3522, -0.9549, 3.1014], [-4.1194, -1.7837, 4.1872], [-3.0347, -2.6513, 4.1613], [-2.1829, -2.6742, 3.0673], [-2.5450, -1.8197, -0.8540], [-2.2804, -1.0910, -2.0104], [-3.1376, -1.1258, -3.1040], [-4.3008, -1.8732, -3.0510], [-4.6195, -2.5521, -1.8807], [-3.7564, -2.5173, -0.7971], [4.0767, -2.7328, -0.1300], [2.8102, -4.0199, 0.3353], [1.9463, -5.7385, 0.5296], [0.1479, -7.3899, 0.6533], [-2.2177, -6.5908, 0.6961], [-2.6816, -4.2185, 0.6442], [-3.7046, -0.3478, 1.1572], [-5.1974, -0.2774, 3.0981], [-4.7806, -1.7639, 5.0443], [-2.8432, -3.3117, 4.9974], [-1.3386, -3.3481, 3.0750], [-1.4098, -0.4578, -2.0550], [-2.8871, -0.5495, -3.9863], [-4.9721, -1.9057, -3.9000], [-5.5476, -3.1048, -1.8047], [-4.0646, -3.0115, 0.1136], [0.8396, -1.4637, 2.7059], [0.2853, 0.1458, 3.0386], [-0.1234, 0.6279, 4.2854], [-0.3440, 1.9770, 4.4298], [-0.1706, 2.8290, 3.3379], [0.1717, 2.2756, 2.1290], [0.3606, 0.9569, 1.9731], [-0.2141, -0.0640, 5.1109], [-0.6360, 2.3772, 5.3932], [-0.3130, 3.8971, 3.4159], [0.2774, 2.8838, 1.2415], [4.1020, 4.0053, 1.5570], [4.8590, 3.0340, 2.4527], [5.1006, 1.6404, 1.8257], [5.9426, 0.7893, 2.7827], [6.1187, -0.6529, 2.3265], [5.8677, 1.8472, 0.5420], [7.0178, 2.2387, 0.5156], [5.1763, 1.5888, -0.6046], [3.9147, 0.9857, -0.7212], [3.5526, 0.6562, -1.8343], [3.1599, 0.7944, 0.4071], [3.7273, 0.9904, 1.6370], [3.1283, 0.6795, 2.6563], [3.8767, 4.9274, 2.0939], [3.1529, 3.5827, 1.2159], [4.6821, 4.2754, 0.6722], [4.3073, 2.8597, 3.3779], [5.8388, 3.4399, 2.7132], [5.4574, 0.8193, 3.7584], [6.9148, 1.2771, 2.8665], [5.1613, -1.1777, 2.3082], [6.7858, -1.1921, 3.0000], [6.5580, -0.7027, 1.3257], [5.6724, 1.6854, -1.4789], [-2.6707, 1.8879, 0.2315], [-4.3072, 2.0307, 0.2055], [-5.0903, 2.6023, 1.1425], [-6.4828, 2.8359, 0.7962], [-6.8395, 1.7262, -0.1905], [-5.2981, 1.3811, -1.0803], [-4.6255, 3.1008, 1.8853], [-6.6119, 3.8207, 0.3376], [-7.1037, 2.7845, 1.6900], [-7.6065, 2.0463, -0.8915], [-7.1764, 0.8267, 0.3234]], "lowdin_spin": [0.946, -0.001, 0.000, 0.000, 0.000, 0.000, 0.000, 0.000, 0.000, 0.000, 0.002, -0.005, 0.000, 0.000, 0.000, 0.000, 0.000, 0.000, 0.000, 0.000, 0.000, 0.000, 0.000, 0.000, 0.007, 0.009, 0.011, 0.001, 0.001, 0.000, 0.001, 0.000, 0.003, 0.001, 0.000, 0.000, 0.000, 0.000, 0.000, 0.000, -0.001, 0.000, 0.000, 0.000, 0.000, 0.000, 0.001, 0.001, 0.000, 0.000, 0.000, 0.000, 0.000, 0.000, 0.000, 0.000, 0.000, 0.000, 0.000, 0.000, 0.000, 0.000, -0.006, 0.003, -0.001, 0.003, 0.000, 0.002, -0.001, 0.000, 0.000, 0.000, 0.000, 0.000, 0.000, 0.000, 0.000, 0.000, 0.000, 0.000, 0.001, 0.003, 0.004, 0.007, 0.004, 0.003, 0.000, 0.000, 0.000, 0.000, 0.000, 0.000, 0.000, 0.000, 0.000, 0.000, 0.000, 0.000, 0.000, 0.000, 0.000, 0.000, 0.000, 0.000, 0.000, 0.000, 0.000, 0.000], "e_lumo_ev": [-0.47, -0.50], "multiplicity": 2, "homo_energy_ev": [-7.1, -7.3], "total_charge": 0}

=====

[3]
{"formula": "C4H8OS", "method": "ωB97M-V with the def2-TZVPD basis set", "symbols": ["C", "C", "O", "C", "C", "S", "H", "H", "H", "H", "H", "H", "H", "H"], "coordinates": [[-1.4531, 0.1306, 0.4933], [0.1040, 0.1818, 0.5011], [0.5841, 0.0111, 1.7851], [0.8451, 1.2061, -0.3663], [0.8202, -0.3029, -0.6521], [-0.0289, -1.0266, -2.0028], [-1.7184, 0.5421, 1.5030], [-1.7439, -0.9166, 0.4549], [-1.9295, 0.5971, -0.3837], [0.3569, -0.8867, 2.0907], [0.4140, 1.9022, -1.0956], [1.8479, 1.5705, 0.0047], [1.8289, -0.7010, -0.5822], [0.0726, -2.3078, -1.7501]], "lowdin_charge": [-0.035, -0.618, 0.008, -0.041, -0.635, 0.786, 0.098, 0.064, 0.076, 0.118, 0.105, 0.125, 0.104, -0.156], "e_lumo_ev": 0.71, "multiplicity": 1, "smiles": "C[C@]1(O)C[C@@H]1S", "homo_energy_ev": -9.0, "total_charge": 0}

=====

[4]
{"formula": "C4H15NO2", "method": "ωB97M-V with the def2-TZVPD basis set", "symbols": ["C", "C", "C", "C", "N", "H", "H", "H", "H", "H", "H", "H", "H", "H", "H", "H", "O", "H", "H", "O", "H", "H"], "coordinates": [[1.2678, -1.4435, -1.3634], [0.8562, 0.0295, -1.4897], [1.3914, 0.9632, -0.3853], [0.8635, 0.6567, 1.0194], [-0.4801, 1.2620, 1.1545], [1.7660, -1.5669, -0.4016], [1.9294, -1.7399, -2.1720], [0.4399, -2.1514, -1.3378], [1.3427, 0.4243, -2.3864], [-0.2119, 0.2013, -1.6237], [2.4759, 0.8998, -0.3452], [1.0209, 1.9403, -0.6997], [1.4508, 1.0461, 1.8485], [0.7717, -0.4295, 1.0884], [-0.6160, 2.1048, 0.6245], [-0.8892, 1.3788, 2.0636], [-3.1285, 0.4745, -0.2954], [-2.2995, 0.8564, 0.0242], [-3.0996, -0.4265, 0.0032], [-1.9337, -1.5215, 1.8179], [-1.5999, -0.7639, 1.3213], [-1.3177, -2.1947, 1.5349]], "lowdin_charge": [-0.100, -0.252, -0.208, -0.247, -0.023, 0.059, 0.067, 0.067, 0.099, 0.098, 0.111, 0.103, 0.106, 0.087, 0.070, 0.081, -0.064, -0.019, 0.001, -0.048, -0.020, 0.032], "e_lumo_ev": 0.76, "multiplicity": 1, "smiles": "CCCCN.O.O", "homo_energy_ev": -9.8, "total_charge": 0}

=====

It is found that the relative energy (zero: lowest compared OMol25 entry of this formula, charge and spin) values, taken in the order of the records, are 0.0 147.9 146.2 86.0 kJ/mol.